Record 1
ORCA calculation (wB97M-V/def2-TZVPD) on C45H54ClIrN5P as an isolated structure.

```
! wB97M-V def2-TZVPD RIJCOSX def2/J DEFGRID3
* xyz 3 2
Ir 0.35 0.38 -1.24
C -1.13 -1.42 1.43
C -0.92 -2.19 0.16
C -1.28 -3.54 0.15
C -1.13 -4.30 -0.98
C -0.63 -3.68 -2.12
C -0.30 -2.34 -2.07
N -0.42 -1.59 -0.93
C 0.18 -1.64 -3.28
C 0.34 -2.20 -4.53
C 0.82 -1.41 -5.57
C 1.13 -0.08 -5.33
C 0.95 0.44 -4.05
N 0.48 -0.35 -3.08
C 1.28 1.81 -3.62
C 1.77 2.73 -4.52
C 2.08 4.01 -4.08
C 1.89 4.30 -2.75
C 1.39 3.34 -1.87
C 1.20 3.73 -0.44
N 1.07 2.10 -2.29
H -1.64 -2.04 2.16
H -1.74 -0.53 1.25
H -0.18 -1.10 1.86
H -1.68 -3.97 1.06
H -1.39 -5.35 -0.99
H -0.51 -4.24 -3.03
H 0.11 -3.24 -4.72
H 0.95 -1.83 -6.55
H 1.51 0.54 -6.13
H 1.91 2.46 -5.55
H 2.47 4.75 -4.77
H 2.12 5.28 -2.36
H 1.51 4.77 -0.30
H 1.80 3.11 0.22
H 0.16 3.65 -0.15
C -0.79 1.89 5.56
C 0.36 2.57 4.80
C 1.68 2.27 5.51
C 0.14 4.09 4.77
C 0.36 2.05 3.37
C -0.76 2.24 2.54
C -0.74 1.77 1.25
N 0.30 1.12 0.71
C 1.39 0.93 1.49
C 1.43 1.38 2.80
C 2.52 0.23 0.84
C 3.72 -0.05 1.48
C 4.76 -0.69 0.80
C 4.51 -1.03 -0.53
C 3.30 -0.73 -1.11
N 2.32 -0.12 -0.44
C 6.10 -1.01 1.45
C 6.32 -2.53 1.39
C 7.20 -0.29 0.66
C 6.15 -0.56 2.91
H -0.81 2.26 6.58
H -0.66 0.81 5.59
H -1.76 2.11 5.11
H 1.63 2.66 6.53
H 2.53 2.75 5.02
H 1.87 1.20 5.59
H 0.14 4.47 5.79
H -0.82 4.35 4.32
H 0.93 4.59 4.21
H -1.63 2.76 2.90
H -1.59 1.92 0.59
H 2.32 1.20 3.38
H 3.86 0.24 2.51
H 5.27 -1.53 -1.12
H 3.09 -0.99 -2.14
H 6.34 -2.90 0.36
H 5.54 -3.07 1.93
H 7.28 -2.77 1.85
H 7.24 -0.62 -0.38
H 8.17 -0.52 1.11
H 7.06 0.79 0.67
H 5.40 -1.06 3.52
H 6.03 0.52 3.01
H 7.13 -0.81 3.32
C -5.74 1.29 -1.29
P -5.23 -0.08 -2.32
C -6.64 -1.15 -2.58
C -4.62 0.54 -3.89
H -6.54 1.83 -1.79
H -4.91 1.97 -1.11
H -6.11 0.91 -0.34
H -7.42 -0.57 -3.08
H -7.01 -1.51 -1.63
H -6.37 -2.00 -3.21
H -5.40 1.12 -4.38
H -4.36 -0.30 -4.53
H -3.75 1.17 -3.72
Cl -4.41 -3.90 -2.33
C -4.68 -3.27 -0.73
C -5.18 -4.14 0.24
C -5.41 -3.66 1.52
C -5.15 -2.34 1.83
C -4.65 -1.49 0.86
C -4.41 -1.94 -0.44
C -3.88 -0.99 -1.49
H -5.38 -5.17 -0.01
H -5.80 -4.33 2.28
H -5.33 -1.96 2.83
H -4.43 -0.45 1.11
H -3.33 -1.53 -2.26
H -3.19 -0.28 -1.03
*
```

Values from the calculation:
E_HOMO (alpha / beta)   -14.837 / -15.914 eV
LUMO energy (alpha / beta)   -7.8 / -8.2 eV
Kohn-Sham gap (alpha / beta)   7.086 / 7.666 eV
Energy above the lowest of the compared OMol25 structures with the same formula, charge and spin   0.000 eV

Results of the Mulliken charge analysis, in e, for atoms 1 through 99:
1 Ir 0.204
2 C -1.218
3 C 0.707
4 C -0.581
5 C -1.290
6 C -0.801
7 C 0.749
8 N 0.374
9 C 0.611
10 C -0.754
11 C -1.355
12 C -0.742
13 C 0.652
14 N 0.669
15 C 0.958
16 C -1.025
17 C -0.959
18 C -0.803
19 C 0.849
20 C -0.976
21 N 0.162
22 H 0.570
23 H -0.181
24 H 0.313
25 H 0.566
26 H 0.484
27 H 0.475
28 H 0.585
29 H 0.491
30 H 0.549
31 H 0.404
32 H 0.494
33 H 0.461
34 H 0.507
35 H 0.005
36 H 0.176
37 C -1.570
38 C 1.513
39 C -2.037
40 C -1.543
41 C -0.615
42 C -0.155
43 C -2.096
44 N 1.381
45 C 0.148
46 C -0.320
47 C 0.425
48 C -0.140
49 C -0.124
50 C -0.907
51 C -0.777
52 N -0.149
53 C 1.767
54 C -1.547
55 C -1.533
56 C -2.019
57 H 0.464
58 H 0.370
59 H 0.353
60 H 0.417
61 H 0.432
62 H 0.433
63 H 0.462
64 H 0.346
65 H 0.377
66 H 0.659
67 H 0.655
68 H 0.725
69 H 0.550
70 H 0.527
71 H 0.613
72 H 0.345
73 H 0.372
74 H 0.464
75 H 0.343
76 H 0.457
77 H 0.368
78 H 0.417
79 H 0.421
80 H 0.430
81 C -1.315
82 P 1.445
83 C -1.370
84 C -1.305
85 H 0.456
86 H 0.375
87 H 0.407
88 H 0.468
89 H 0.375
90 H 0.429
91 H 0.455
92 H 0.419
93 H 0.402
94 Cl -0.129
95 C 1.168
96 C -0.686
97 C -0.680
98 C -0.988
99 C 0.035

***

Record 2
ORCA calculation (wB97M-V/def2-TZVPD) on C45H55BCaCl7N8O2 as an isolated structure in a non-equilibrium geometry.

```
! wB97M-V def2-TZVPD RIJCOSX def2/J DEFGRID3
* xyz -1 1
Ca -1.54 0.27 0.92
C -1.54 4.17 -2.52
C -0.43 4.08 -1.46
C -1.04 4.13 -0.06
C 0.39 2.84 -1.69
C 1.34 2.61 -2.70
C 1.74 1.31 -2.54
C 2.69 0.59 -3.46
C 1.99 0.31 -4.78
C 3.94 1.43 -3.72
N 1.06 0.78 -1.48
N 0.23 1.76 -0.96
B 0.84 -0.53 -0.61
N -0.07 -1.69 -1.19
N -1.23 -1.79 -0.44
C -1.92 -2.81 -0.95
C -1.23 -3.39 -2.01
C -0.08 -2.64 -2.14
C 0.93 -2.86 -3.23
C 0.21 -2.96 -4.58
C 1.72 -4.15 -3.00
C -3.24 -3.28 -0.38
C -4.25 -2.16 -0.15
C -3.86 -4.35 -1.27
N 1.91 -1.00 0.45
N 1.32 -1.00 1.70
C 2.23 -1.42 2.57
C 3.44 -1.68 1.90
C 3.19 -1.45 0.57
C 4.23 -1.58 -0.51
C 3.87 -2.60 -1.58
C 4.63 -0.22 -1.08
C 1.99 -1.54 4.05
C 0.64 -1.02 4.52
C 2.22 -2.98 4.51
H -2.11 5.09 -2.40
H -2.22 3.32 -2.41
H -1.13 4.14 -3.53
H 0.24 4.94 -1.59
H -1.73 3.30 0.08
H -1.61 5.06 0.06
H -0.28 4.07 0.72
H 1.69 3.31 -3.45
H 2.99 -0.35 -3.00
H 1.83 1.24 -5.33
H 1.01 -0.14 -4.63
H 2.58 -0.36 -5.41
H 3.70 2.29 -4.34
H 4.69 0.83 -4.26
H 4.39 1.80 -2.80
H 0.12 -0.02 0.12
H -1.54 -4.21 -2.63
H 1.62 -2.02 -3.26
H -0.36 -3.89 -4.63
H 0.92 -2.96 -5.41
H -0.50 -2.15 -4.73
H 1.07 -5.02 -3.14
H 2.13 -4.21 -1.99
H 2.55 -4.24 -3.71
H -3.02 -3.74 0.59
H -4.57 -1.72 -1.10
H -3.87 -1.37 0.48
H -5.15 -2.56 0.34
H -4.03 -3.96 -2.28
H -4.82 -4.67 -0.86
H -3.22 -5.24 -1.35
H 4.37 -2.02 2.33
H 5.10 -1.98 0.02
H 3.01 -2.28 -2.16
H 3.62 -3.56 -1.13
H 4.70 -2.75 -2.27
H 3.75 0.37 -1.34
H 5.24 -0.33 -1.97
H 5.19 0.35 -0.34
H 2.77 -0.91 4.52
H -0.13 -1.79 4.43
H 0.30 -0.16 3.95
H 0.68 -0.74 5.57
H 1.49 -3.64 4.03
H 2.08 -3.06 5.59
H 3.22 -3.34 4.26
Cl -4.41 2.29 1.45
C -4.48 1.60 -0.18
C -3.30 1.13 -0.73
C -3.43 0.72 -2.05
Cl -1.99 0.22 -2.93
C -4.63 0.69 -2.75
Cl -4.72 0.12 -4.38
C -5.80 1.12 -2.11
Cl -7.31 1.08 -2.94
C -5.72 1.59 -0.81
Cl -7.15 2.17 -0.02
C -2.77 3.47 4.71
C -1.85 4.48 4.93
C -0.57 4.34 4.42
C -0.27 3.20 3.67
N -1.16 2.23 3.43
C -2.38 2.37 3.97
C 1.09 3.04 3.10
C 2.22 3.19 3.90
C 3.47 3.08 3.30
C 3.53 2.85 1.94
C 2.35 2.72 1.23
N 1.15 2.79 1.80
H -3.77 3.52 5.11
H -2.12 5.37 5.49
H 0.18 5.10 4.56
H -3.05 1.53 3.82
H 2.12 3.38 4.96
H 4.37 3.17 3.89
H 4.48 2.77 1.43
H 2.35 2.54 0.16
Cl -2.81 -3.26 5.22
C -2.75 -2.55 3.59
Cl -1.24 -3.01 2.79
C -2.98 -1.01 3.60
O -3.42 -0.49 4.62
O -2.77 -0.45 2.47
H -3.56 -3.00 3.03
*
```

Values from the calculation:
E_HOMO   -5.956 eV
LUMO energy   2.3 eV
Kohn-Sham gap   8.233 eV
Energy above the lowest of the compared OMol25 structures with the same formula, charge and spin   2.817 eV

Results of the Mulliken charge analysis, in e, for atoms 1 through 99:
1 Ca 0.466
2 C -1.338
3 C 0.660
4 C -1.004
5 C -0.994
6 C -1.843
7 C 0.437
8 C 1.770
9 C -1.654
10 C -1.969
11 N 1.281
12 N 1.982
13 B 1.698
14 N 0.777
15 N 0.866
16 C -1.011
17 C -1.172
18 C 0.567
19 C 1.951
20 C -1.827
21 C -1.478
22 C 1.566
23 C -0.993
24 C -2.016
25 N 0.675
26 N 0.544
27 C -0.606
28 C -1.066
29 C -0.119
30 C 0.437
31 C -1.646
32 C -0.670
33 C 0.804
34 C -0.962
35 C -1.488
36 H 0.443
37 H 0.114
38 H 0.377
39 H 0.520
40 H -0.131
41 H 0.571
42 H -0.085
43 H 0.544
44 H -0.809
45 H 0.451
46 H 0.244
47 H 0.402
48 H 0.455
49 H 0.414
50 H 0.308
51 H -2.730
52 H 0.554
53 H -1.462
54 H 0.410
55 H 0.443
56 H 0.280
57 H 0.439
58 H 0.188
59 H 0.346
60 H -0.185
61 H 0.318
62 H -0.098
63 H 0.478
64 H 0.398
65 H 0.445
66 H 0.397
67 H 0.502
68 H 0.597
69 H -0.116
70 H 0.655
71 H 0.394
72 H -0.380
73 H 0.424
74 H 0.437
75 H 0.348
76 H -0.044
77 H -0.091
78 H 0.548
79 H 0.242
80 H 0.427
81 H 0.403
82 Cl -0.185
83 C 0.908
84 C -1.270
85 C 0.456
86 Cl 0.023
87 C -0.293
88 Cl -0.217
89 C 0.536
90 Cl -0.228
91 C -0.280
92 Cl -0.225
93 C -1.175
94 C -0.615
95 C -0.829
96 C 0.003
97 N 0.467
98 C -0.375
99 C 0.547

***

Record 3
ORCA calculation (wB97M-V/def2-TZVPD) on C45H55HfN2O4PS4Te as an isolated structure in a non-equilibrium geometry.

```
! wB97M-V def2-TZVPD RIJCOSX def2/J DEFGRID3
* xyz 1 2
Hf -0.24 -0.06 -0.40
S 0.88 -2.33 -0.74
C 1.06 -3.00 0.90
C 0.92 -4.38 1.09
C 1.12 -4.94 2.35
C 1.46 -4.15 3.43
C 1.60 -2.78 3.25
C 1.38 -2.22 2.00
S 1.62 -0.49 1.70
C 0.77 0.26 3.09
C 0.23 1.61 2.69
C 0.11 2.58 3.68
C -0.50 3.78 3.37
C -0.95 3.99 2.08
C -0.75 2.99 1.14
C -1.20 3.20 -0.28
S -2.16 1.80 -0.90
C -3.35 1.58 0.40
C -4.43 2.46 0.40
C -5.44 2.34 1.33
C -5.36 1.32 2.27
C -4.30 0.44 2.27
C -3.26 0.54 1.34
S -1.94 -0.65 1.46
N -0.17 1.82 1.43
H 0.66 -5.00 0.25
H 1.00 -6.01 2.47
H 1.62 -4.58 4.41
H 1.88 -2.15 4.09
H 1.45 0.38 3.93
H -0.05 -0.39 3.37
H 0.47 2.37 4.68
H -0.63 4.54 4.13
H -1.45 4.90 1.80
H -0.34 3.27 -0.95
H -1.79 4.10 -0.37
H -4.48 3.23 -0.36
H -6.28 3.03 1.33
H -6.15 1.20 3.01
H -4.25 -0.36 3.00
C 1.80 1.36 -3.48
C 1.11 0.90 -2.23
O -0.06 0.28 -2.43
N 1.50 1.03 -0.99
Te 4.07 0.96 -0.80
C 5.55 1.92 0.34
C 5.19 2.87 1.30
C 3.76 3.25 1.63
C 6.21 3.49 2.01
C 7.55 3.20 1.79
C 8.64 3.88 2.57
C 7.87 2.25 0.81
C 6.89 1.60 0.07
C 7.31 0.58 -0.96
C 4.33 -1.02 -0.16
C 4.61 -1.36 1.18
C 4.85 -0.37 2.29
C 4.69 -2.71 1.50
C 4.50 -3.71 0.57
C 4.58 -5.17 0.96
C 4.24 -3.34 -0.75
C 4.15 -2.01 -1.14
C 3.83 -1.71 -2.58
H 1.07 1.47 -4.28
H 2.54 0.62 -3.80
H 2.32 2.30 -3.31
H 3.02 2.68 1.08
H 3.59 4.31 1.41
H 3.57 3.10 2.69
H 5.95 4.23 2.76
H 8.23 4.57 3.31
H 9.30 4.44 1.91
H 9.26 3.15 3.10
H 8.91 2.02 0.62
H 8.39 0.61 -1.11
H 6.84 0.77 -1.93
H 7.04 -0.43 -0.66
H 4.25 0.54 2.19
H 5.90 -0.06 2.33
H 4.60 -0.83 3.25
H 4.89 -2.98 2.53
H 4.44 -5.30 2.03
H 5.55 -5.58 0.69
H 3.82 -5.75 0.44
H 4.08 -4.11 -1.50
H 3.87 -2.62 -3.18
H 4.53 -0.99 -3.01
H 2.81 -1.31 -2.67
C -4.47 -3.16 0.63
C -3.15 -3.55 0.03
O -3.06 -3.01 -1.32
P -2.22 -1.73 -1.75
O -1.84 -2.14 -3.25
C -1.18 -3.39 -3.57
C -2.11 -4.28 -4.34
O -3.34 -0.63 -2.06
C -4.43 -0.83 -2.99
C -5.71 -0.43 -2.30
H -4.58 -3.61 1.62
H -5.30 -3.49 0.00
H -4.54 -2.07 0.75
H -3.04 -4.62 -0.07
H -2.32 -3.17 0.63
H -0.83 -3.87 -2.65
H -0.30 -3.12 -4.15
H -2.99 -4.51 -3.75
H -1.61 -5.21 -4.60
H -2.43 -3.79 -5.26
H -4.46 -1.87 -3.30
H -4.23 -0.22 -3.86
H -5.96 -1.12 -1.49
H -6.54 -0.43 -3.02
H -5.63 0.58 -1.88
*
```

Values from the calculation:
E_HOMO (alpha / beta)   -9.705 / -9.707 eV
LUMO energy (alpha / beta)   -2.1 / -3.9 eV
Kohn-Sham gap (alpha / beta)   7.587 / 5.825 eV

Results of the Mulliken charge analysis, in e, for atoms 1 through 99:
1 Hf 0.799
2 S -0.240
3 C 0.618
4 C -1.027
5 C -0.872
6 C -0.980
7 C -0.688
8 C 0.027
9 S 0.995
10 C -1.556
11 C 0.175
12 C -0.899
13 C -1.019
14 C -0.940
15 C 0.199
16 C -1.029
17 S -0.071
18 C 0.461
19 C -0.781
20 C -0.868
21 C -0.668
22 C -1.062
23 C 1.078
24 S -0.368
25 N 1.344
26 H 0.551
27 H 0.451
28 H 0.444
29 H 0.465
30 H 0.760
31 H 0.639
32 H 0.583
33 H 0.484
34 H 0.530
35 H 0.441
36 H 0.679
37 H 0.471
38 H 0.436
39 H 0.423
40 H 0.518
41 C -1.569
42 C 0.243
43 O -0.553
44 N 0.289
45 Te 1.131
46 C 0.391
47 C 1.108
48 C -1.344
49 C -1.059
50 C 0.703
51 C -1.593
52 C -0.997
53 C 0.339
54 C -1.499
55 C 1.536
56 C 0.660
57 C -1.627
58 C -0.422
59 C 0.359
60 C -1.958
61 C -1.108
62 C 0.386
63 C -1.437
64 H 0.452
65 H 0.227
66 H 0.384
67 H -0.465
68 H 0.608
69 H 0.370
70 H 0.361
71 H 0.354
72 H 0.358
73 H 0.355
74 H 0.427
75 H 0.475
76 H 0.263
77 H 0.268
78 H -0.062
79 H 0.437
80 H 0.531
81 H 0.420
82 H 0.372
83 H 0.434
84 H 0.390
85 H 0.362
86 H 0.497
87 H 0.340
88 H -0.005
89 C -0.927
90 C 0.276
91 O -0.393
92 P 1.232
93 O -0.353
94 C -0.016
95 C -1.396
96 O -0.643
97 C -0.210
98 C -1.024
99 H 0.414

***

Record 4
ORCA calculation (wB97M-V/def2-TZVPD) on C45H55N4PPdS as an isolated structure in a non-equilibrium geometry.

```
! wB97M-V def2-TZVPD RIJCOSX def2/J DEFGRID3
* xyz 0 1
Pd -0.45 -0.50 -0.14
S 0.12 -0.74 2.07
C 1.86 -0.81 1.65
N 2.72 -1.30 2.44
N 4.02 -1.39 2.14
C 4.83 -2.19 2.94
C 4.32 -2.99 3.96
C 5.18 -3.77 4.72
C 6.54 -3.78 4.46
C 7.05 -2.99 3.44
C 6.20 -2.20 2.68
N 2.06 -0.29 0.32
N 3.23 -0.26 -0.11
C 3.34 0.23 -1.45
C 2.26 0.58 -2.24
C 2.48 1.03 -3.53
C 3.77 1.13 -4.03
C 4.85 0.78 -3.23
C 4.64 0.33 -1.94
H 4.33 -1.07 1.23
H 3.26 -2.98 4.16
H 4.77 -4.38 5.51
H 7.21 -4.40 5.05
H 8.11 -2.98 3.23
H 6.60 -1.57 1.89
H 1.24 0.50 -1.86
H 1.63 1.30 -4.15
H 3.94 1.48 -5.04
H 5.86 0.86 -3.61
H 5.46 0.04 -1.30
C -1.24 -7.63 0.13
C -0.25 -7.20 1.01
C 0.09 -5.86 1.07
C -0.53 -4.92 0.25
C -1.54 -5.36 -0.61
C -1.89 -6.70 -0.66
C -0.15 -3.50 0.42
C -0.27 -2.48 -0.43
C -0.59 -2.54 -1.87
C -0.11 -3.52 -2.74
C -0.40 -3.46 -4.09
C -1.13 -2.40 -4.63
C -1.55 -1.38 -3.79
C -1.29 -1.46 -2.43
H -1.51 -8.68 0.09
H 0.26 -7.92 1.64
H 0.86 -5.53 1.76
H -2.08 -4.65 -1.22
H -2.68 -7.02 -1.33
H 0.24 -3.28 1.41
H 0.47 -4.34 -2.35
H -0.05 -4.25 -4.75
H -1.34 -2.36 -5.69
H -2.08 -0.52 -4.19
H -1.66 -0.62 -1.82
C -1.88 4.34 -3.31
C -0.45 4.02 -2.90
C -0.39 3.52 -1.45
C -1.69 2.81 -1.02
C -2.24 2.07 -2.24
C -2.73 3.06 -3.30
P -1.37 1.66 0.39
C -3.02 1.31 1.17
C -4.04 2.48 1.20
C -5.18 2.27 0.22
C -5.99 1.00 0.55
C -5.09 -0.10 1.14
C -3.67 0.03 0.61
C -0.53 2.63 1.71
C 0.98 2.78 1.49
C 1.65 3.06 2.85
C 0.77 3.95 3.73
C -0.13 4.84 2.88
C -1.14 3.99 2.08
H -1.91 4.81 -4.29
H -2.29 5.07 -2.60
H 0.20 4.89 -3.02
H -0.05 3.25 -3.57
H -0.19 4.36 -0.77
H 0.46 2.83 -1.34
H -2.42 3.56 -0.72
H -3.05 1.38 -1.97
H -1.44 1.45 -2.65
H -3.78 3.32 -3.11
H -2.71 2.59 -4.28
H -2.73 1.08 2.20
H -3.56 3.43 1.01
H -4.45 2.56 2.21
H -4.78 2.20 -0.80
H -5.84 3.14 0.22
H -6.49 0.64 -0.34
H -6.78 1.25 1.27
H -5.50 -1.08 0.90
H -5.07 -0.03 2.23
H -3.69 0.04 -0.48
H -3.06 -0.84 0.90
H -0.63 1.94 2.56
H 1.18 3.60 0.80
H 1.40 1.88 1.04
H 2.62 3.53 2.68
H 1.84 2.11 3.35
H 1.38 4.56 4.40
H 0.14 3.34 4.39
H 0.49 5.42 2.19
H -0.67 5.57 3.49
H -1.45 4.54 1.19
H -2.04 3.82 2.69
*
```

Values from the calculation:
E_HOMO (alpha / beta)   -6.897 / -6.897 eV
LUMO energy (alpha / beta)   -0.5 / -0.5 eV
Kohn-Sham gap (alpha / beta)   6.353 / 6.352 eV
Energy above the lowest of the compared OMol25 structures with the same formula, charge and spin   1.530 eV

Results of the Mulliken charge analysis, in e, for atoms 1 through 99:
1 Pd -0.679
2 S -0.514
3 C 0.370
4 N -0.597
5 N 0.270
6 C 0.430
7 C -0.370
8 C -0.498
9 C -0.527
10 C -0.557
11 C -0.432
12 N 1.402
13 N -1.250
14 C -0.227
15 C 0.383
16 C -0.763
17 C -0.635
18 C -0.672
19 C -0.215
20 H 0.486
21 H 0.430
22 H 0.360
23 H 0.369
24 H 0.347
25 H 0.376
26 H 0.099
27 H 0.427
28 H 0.405
29 H 0.385
30 H 0.492
31 C -0.447
32 C -0.570
33 C -0.526
34 C 0.137
35 C -0.144
36 C -0.668
37 C 0.005
38 C -0.544
39 C 1.255
40 C -0.410
41 C -0.739
42 C -0.670
43 C -0.950
44 C -0.016
45 H 0.377
46 H 0.371
47 H 0.476
48 H 0.500
49 H 0.383
50 H 0.213
51 H 0.563
52 H 0.414
53 H 0.425
54 H 0.481
55 H 0.257
56 C -0.899
57 C -0.668
58 C -0.689
59 C 1.218
60 C -0.519
61 C -0.981
62 P -0.955
63 C 0.275
64 C -1.247
65 C -0.416
66 C -0.901
67 C -1.050
68 C -0.270
69 C 0.880
70 C 0.212
71 C -0.760
72 C -0.807
73 C -0.899
74 C -0.601
75 H 0.552
76 H 0.320
77 H 0.541
78 H 0.013
79 H 0.254
80 H -0.171
81 H 1.060
82 H 0.100
83 H -0.372
84 H 0.243
85 H 0.464
86 H 0.787
87 H 0.418
88 H 0.565
89 H -0.216
90 H 0.560
91 H 0.366
92 H 0.368
93 H 0.437
94 H 0.358
95 H -0.001
96 H 0.270
97 H 0.885
98 H 0.431
99 H -1.155

***

Number 1: molar mass 923.6 g/mol. Number 2: molar mass 1039.0 g/mol. Number 3: molar mass 1153.3 g/mol. Number 4: molar mass 821.4 g/mol.